{
  "formula": "C51H132N8O19",
  "method": "the ωB97M-V functional and the def2-TZVPD basis",
  "species": ["C", "O", "C", "C", "N", "C", "C", "O", "C", "H", "H", "H", "H", "H", "H", "H", "H", "H", "H", "H", "H", "H", "H", "H", "C", "O", "C", "C", "N", "C", "C", "O", "C", "H", "H", "H", "H", "H", "H", "H", "H", "H", "H", "H", "H", "H", "H", "H", "C", "O", "C", "C", "N", "C", "C", "O", "C", "H", "H", "H", "H", "H", "H", "H", "H", "H", "H", "H", "H", "H", "H", "H", "C", "O", "C", "C", "N", "C", "C", "O", "C", "H", "H", "H", "H", "H", "H", "H", "H", "H", "H", "H", "H", "H", "H", "H", "C", "O", "C", "C", "N", "C", "C", "O", "C", "H", "H", "H", "H", "H", "H", "H", "H", "H", "H", "H", "H", "H", "H", "H", "C", "O", "C", "C", "N", "C", "C", "O", "C", "H", "H", "H", "H", "H", "H", "H", "H", "H", "H", "H", "H", "H", "H", "H", "C", "O", "C", "C", "N", "C", "C", "O", "C", "H", "H", "H", "H", "H", "H", "H", "H", "H", "H", "H", "H", "H", "H", "H", "C", "O", "C", "C", "N", "C", "C", "O", "C", "H", "H", "H", "H", "H", "H", "H", "H", "H", "H", "H", "H", "H", "H", "H", "C", "O", "H", "H", "H", "H", "C", "O", "H", "H", "H", "H", "C", "O", "H", "H", "H", "H"],
  "coordinates": [[-2.867649, 8.702772, 2.476237], [-4.060219, 9.383982, 2.292687], [-5.075499, 8.548372, 1.688077], [-6.349849, 9.403982, 1.473777], [-6.286449, 10.239172, 0.293257], [-7.574319, 10.855422, -0.021753], [-7.264939, 11.964112, -1.022213], [-6.109909, 12.733262, -0.613223], [-5.801789, 13.671932, -1.634823], [-2.091239, 9.294502, 2.961157], [-2.381189, 8.483302, 1.525827], [-2.904609, 7.791332, 3.072907], [-5.329919, 7.792962, 2.431527], [-4.666589, 8.254962, 0.721227], [-6.431239, 9.924662, 2.427897], [-7.189499, 8.728202, 1.311237], [-5.597179, 10.970962, 0.390647], [-7.938659, 11.298362, 0.905157], [-8.323689, 10.190042, -0.450473], [-8.076589, 12.688392, -1.091123], [-7.076089, 11.533642, -2.005643], [-6.437299, 14.556872, -1.601333], [-5.859719, 13.275092, -2.648363], [-4.761629, 13.995732, -1.598683], [11.585581, -3.910538, -0.781303], [10.751841, -3.077498, -0.054883], [11.469481, -1.917708, 0.426287], [10.532661, -1.058168, 1.287137], [11.122561, 0.237882, 1.504937], [10.499541, 0.922382, 2.648257], [8.952571, 1.109062, 2.486597], [8.522051, 2.233792, 3.215657], [7.070971, 2.374112, 3.103167], [11.059401, -4.818968, -1.074533], [12.547981, -4.161038, -0.335053], [11.950181, -3.373368, -1.656873], [11.818471, -1.385748, -0.458763], [12.335571, -2.204598, 1.022677], [10.400191, -1.665728, 2.182357], [9.529821, -0.930988, 0.879397], [12.121941, 0.158942, 1.627867], [10.929761, 1.918922, 2.747857], [10.689891, 0.396392, 3.583777], [8.420221, 0.166482, 2.614097], [8.655021, 1.317212, 1.458867], [6.815681, 3.312162, 3.596097], [6.541211, 1.622532, 3.688487], [6.627511, 2.435972, 2.109387], [-10.823779, -10.448098, 7.657697], [-9.884019, -10.635778, 6.628877], [-8.853679, -9.717548, 6.772087], [-7.855499, -9.912638, 5.575727], [-6.820609, -8.856218, 5.587437], [-7.275779, -7.570138, 5.097137], [-6.194909, -6.470668, 5.211827], [-5.278589, -6.621308, 4.098837], [-4.641179, -5.402618, 3.707967], [-11.599909, -11.205348, 7.546887], [-11.204839, -9.427848, 7.702107], [-10.377069, -10.685708, 8.623147], [-8.285199, -9.847928, 7.692917], [-9.288729, -8.718718, 6.737707], [-8.294099, -9.927808, 4.577987], [-7.364059, -10.884438, 5.622457], [-6.015029, -9.166658, 5.063247], [-8.166519, -7.411908, 5.705137], [-7.622649, -7.775268, 4.084377], [-5.718049, -6.396708, 6.189187], [-6.798599, -5.584488, 5.015987], [-3.836619, -5.672698, 3.023977], [-4.177919, -4.816218, 4.501467], [-5.388219, -4.913898, 3.082527], [3.490281, 7.265742, -1.170833], [4.447111, 7.507482, -0.136283], [5.676681, 8.084442, -0.575713], [6.476741, 8.356512, 0.681917], [5.848711, 9.421912, 1.566947], [6.633461, 9.528492, 2.809637], [5.970321, 10.344442, 3.958787], [4.673881, 9.830382, 4.216037], [4.004991, 10.418592, 5.268217], [2.597851, 6.786812, -0.767973], [3.860111, 6.394862, -1.712033], [3.334011, 8.150672, -1.787743], [5.409731, 8.982552, -1.132693], [6.263151, 7.516722, -1.298103], [7.527671, 8.527622, 0.448757], [6.458671, 7.348762, 1.096917], [4.859471, 9.247312, 1.671907], [7.562871, 10.040832, 2.561017], [6.836741, 8.537382, 3.215177], [5.904571, 11.388712, 3.653357], [6.539341, 10.215392, 4.879477], [4.258731, 10.000652, 6.242407], [2.933901, 10.234162, 5.185447], [4.030271, 11.498282, 5.120837], [-1.790689, -12.398158, -5.118783], [-1.309849, -11.168958, -5.718173], [-1.524569, -11.006468, -7.113713], [-0.736269, -9.829548, -7.711963], [-1.190109, -8.592248, -7.163223], [-0.337459, -7.560598, -7.760573], [-0.424729, -6.310748, -6.936973], [-0.004149, -6.479258, -5.568213], [-0.186599, -5.296998, -4.831243], [-1.659109, -12.243788, -4.047823], [-1.177579, -13.245688, -5.425183], [-2.849629, -12.513078, -5.350183], [-2.573209, -10.714608, -7.170803], [-1.425929, -11.936138, -7.674143], [-0.881889, -9.712348, -8.785823], [0.324491, -10.021948, -7.551173], [-1.034379, -8.594308, -6.165303], [-0.752539, -7.208208, -8.704843], [0.713481, -7.808958, -7.908683], [-1.424909, -5.891508, -7.046413], [0.242781, -5.596278, -7.418703], [-1.244439, -5.035468, -4.805083], [0.388001, -4.428038, -5.151933], [0.073201, -5.532168, -3.799113], [-5.907769, 5.804292, -16.036343], [-6.148539, 6.284652, -14.710433], [-6.049429, 5.198662, -13.713203], [-6.451299, 5.620922, -12.277903], [-6.284969, 4.467662, -11.359633], [-5.948829, 4.975662, -9.995753], [-5.674709, 3.861592, -8.980393], [-4.450689, 3.287072, -9.433083], [-4.019349, 2.294072, -8.569123], [-6.668809, 5.145292, -16.454253], [-5.020989, 5.171142, -16.065253], [-5.911169, 6.581212, -16.800853], [-5.004329, 4.908502, -13.605243], [-6.623469, 4.309852, -13.975093], [-7.468589, 6.011982, -12.294803], [-5.962199, 6.523582, -11.911723], [-5.582669, 3.799942, -11.644283], [-6.656399, 5.720322, -9.631163], [-5.038549, 5.573722, -10.038303], [-6.445059, 3.093512, -9.048903], [-5.566259, 4.224532, -7.958333], [-4.723709, 1.477702, -8.409383], [-3.780039, 2.725542, -7.597183], [-3.124699, 1.845932, -9.001403], [0.014841, 2.788932, 11.954617], [-0.171429, 1.638262, 11.135467], [0.518811, 1.618522, 9.931637], [0.165461, 0.341442, 9.138957], [0.682931, -0.881268, 9.833047], [0.251301, -2.127938, 9.215127], [0.834271, -3.322748, 10.111517], [0.208891, -3.277918, 11.408587], [0.581081, -4.401988, 12.212517], [-0.368629, 3.653402, 11.412637], [1.040791, 2.959642, 12.280777], [-0.644499, 2.773992, 12.822457], [1.600051, 1.638762, 10.068097], [0.373681, 2.559622, 9.401177], [0.506791, 0.501742, 8.116277], [-0.919719, 0.243922, 9.170367], [0.311741, -0.913278, 10.771817], [0.589871, -2.091978, 8.179667], [-0.830939, -2.254448, 9.244527], [1.918611, -3.323998, 10.222437], [0.481551, -4.277838, 9.722297], [0.165941, -4.279048, 13.212837], [1.665781, -4.441138, 12.312427], [0.162901, -5.365878, 11.922437], [5.181201, -2.351938, -2.215493], [5.254121, -3.138958, -3.387883], [6.444051, -3.888928, -3.520863], [6.353431, -4.975478, -4.658463], [5.382881, -6.042208, -4.433603], [5.708681, -6.793638, -3.206723], [4.622161, -7.933498, -3.046153], [5.087261, -8.787658, -1.937423], [4.192241, -9.875298, -1.703833], [5.571251, -2.828228, -1.315993], [4.142601, -2.112818, -1.986983], [5.626711, -1.358878, -2.274263], [6.762961, -4.357748, -2.589943], [7.202451, -3.127738, -3.704043], [7.347581, -5.382708, -4.842573], [6.089201, -4.446598, -5.574203], [4.502731, -5.568268, -4.289343], [5.681231, -6.213588, -2.284293], [6.694961, -7.236358, -3.345903], [4.435671, -8.541598, -3.931333], [3.704091, -7.430658, -2.742203], [3.244191, -9.440258, -1.387553], [4.567901, -10.500798, -0.894053], [4.028611, -10.413848, -2.637263], [-1.222849, 1.913322, 1.302657], [-2.168459, 2.016942, 2.391947], [-0.234879, 2.314142, 1.529257], [-1.140659, 0.903632, 0.900327], [-1.588489, 2.469832, 0.439687], [-2.985869, 1.642122, 2.055847], [-7.046949, 2.250982, -0.092493], [-6.757109, 1.159212, 0.810717], [-6.121459, 2.787852, -0.300693], [-7.570199, 1.880632, -0.974063], [-7.661169, 2.985392, 0.428547], [-7.536609, 0.669862, 1.083687], [3.696411, -3.871098, 2.578717], [3.229711, -2.581668, 2.670277], [4.757521, -3.965568, 2.347997], [3.476541, -4.302868, 3.555097], [3.192061, -4.491708, 1.838057], [3.684611, -2.115618, 3.375587]],
  "atomic_forces_ev_per_a": [[1.5, -0.1, -0.2], [-0.8, 0.2, 0.2], [-0.1, 1.7, 0.2], [1.3, -0.8, -0.3], [-0.2, -0.8, -0.2], [1.5, 1.2, 0.3], [0.1, 0.6, 0.3], [-0.3, -0.2, -0.9], [0.5, 0.2, -0.2], [-0.5, 0.6, 0.3], [-0.2, -0.4, -0.4], [-0.6, -0.3, 0.0], [0.2, -0.6, -0.4], [-0.3, -0.8, 0.0], [-0.6, 0.4, 0.1], [-0.1, -0.1, 0.4], [0.0, 0.0, 0.0], [-0.7, 0.2, 0.1], [0.2, -0.3, 0.1], [-0.4, -0.2, -0.2], [0.1, -0.1, -0.1], [-0.2, 0.0, 0.2], [-0.4, -0.5, 0.0], [0.0, 0.0, 0.7], [0.8, 0.0, -1.1], [0.2, 0.8, 1.4], [-1.4, -0.2, -0.8], [0.5, -0.9, -0.4], [-0.7, 0.4, 0.3], [-0.7, 0.4, -0.3], [1.0, 0.1, -1.4], [-1.8, -0.5, 0.1], [0.7, 0.7, 1.3], [0.0, 0.2, 0.1], [-0.1, -0.3, 0.9], [-0.3, 0.0, -0.7], [0.1, 0.4, 0.0], [0.1, -0.2, 0.1], [-0.1, 0.1, 0.6], [0.1, -0.2, -0.5], [0.1, 0.1, 0.2], [0.0, 0.0, -0.1], [-0.1, -0.2, 0.3], [-0.2, -0.1, 1.2], [0.7, 0.1, -0.7], [0.2, 0.1, 0.0], [0.2, -0.4, -0.1], [0.6, -0.3, -0.4], [0.0, -1.0, 0.4], [-0.5, -0.3, 0.2], [1.3, -0.1, -1.9], [0.5, 0.8, 0.3], [0.5, -1.0, 1.0], [0.5, -1.3, 0.7], [-1.4, -0.2, -2.0], [0.2, -0.1, 1.5], [-0.4, -1.1, -0.9], [-0.2, 0.4, -0.3], [-0.2, 0.1, -0.2], [0.3, 0.2, 0.3], [0.0, 0.0, 0.2], [0.1, 0.3, 0.2], [-1.0, 0.1, 0.0], [0.0, 0.0, 0.5], [0.0, 0.0, 0.0], [0.1, 1.0, -0.1], [0.0, 1.0, -0.6], [0.1, -0.3, -0.1], [0.3, 0.6, 0.2], [0.1, -0.2, 0.1], [-0.5, 0.1, 0.2], [0.1, 0.9, 0.3], [1.2, -1.2, 0.5], [-0.3, -0.2, -0.1], [-0.8, 1.2, -0.1], [-1.2, 0.3, 0.2], [1.7, -0.8, -1.0], [-1.2, 0.3, 0.5], [-0.3, -0.8, -0.8], [0.3, -1.0, -1.2], [-1.2, 0.5, -0.1], [-0.3, 1.0, 0.5], [0.4, 0.3, -1.0], [-0.3, -0.1, -0.1], [0.1, 0.5, 0.1], [-0.1, -0.8, 0.1], [-0.1, 0.6, 0.1], [0.1, -0.1, 1.0], [0.1, -0.3, 0.4], [0.2, -0.2, 0.1], [0.3, -0.2, 0.1], [0.0, 0.3, 0.2], [0.5, 0.3, -0.1], [0.6, 0.5, 0.2], [-0.1, -0.5, -0.3], [0.5, 0.4, 0.9], [0.5, 1.6, -0.5], [0.9, -0.4, 0.3], [-1.3, 0.4, -0.1], [-0.4, -1.6, 0.5], [0.9, 0.7, -0.3], [-0.9, 0.9, 1.1], [0.8, 0.7, 0.3], [-0.3, 0.0, -1.3], [-0.5, -0.4, 0.8], [-0.1, -0.1, -0.1], [-0.2, -0.1, -0.2], [0.0, -0.3, 0.0], [-0.4, 0.0, -0.5], [0.5, -0.2, 0.0], [-0.1, -0.7, -0.2], [0.4, 0.1, 0.1], [0.0, 0.1, 0.3], [0.0, -0.5, -0.4], [0.1, -0.5, 0.1], [-0.3, 0.0, 0.6], [0.2, 0.4, 0.0], [-0.2, 0.2, -0.2], [0.2, -0.1, -0.4], [0.2, 0.1, 0.0], [-0.3, -0.7, 0.1], [-0.3, -1.4, 0.5], [0.5, 1.3, 0.2], [-0.4, -0.1, -0.7], [-0.7, 1.3, 1.1], [0.4, -0.2, -0.2], [0.1, 0.3, -1.6], [-0.5, 0.2, -0.1], [0.8, -0.5, 0.2], [-0.7, -0.3, 0.6], [0.5, 0.4, -0.1], [0.6, 0.5, 0.6], [0.3, -0.1, -0.5], [-0.2, 0.1, -0.3], [-0.5, -0.7, 0.1], [1.0, -0.1, -0.2], [0.3, 0.2, -0.2], [-0.7, -0.5, -0.1], [0.5, 0.0, -0.1], [-0.3, 0.0, 0.3], [-0.1, 0.2, 0.1], [-0.4, 0.0, -0.1], [0.1, 0.0, 0.3], [0.1, 0.1, 0.1], [-0.7, 0.2, -0.7], [-0.4, -0.2, 1.5], [0.9, -0.2, -0.5], [-0.4, 0.1, 1.8], [0.3, 0.7, -0.8], [1.0, -0.6, 1.7], [-1.5, 0.3, -0.5], [0.2, -0.1, 0.1], [-0.2, 0.8, 0.4], [0.4, 0.4, -0.3], [0.2, -0.2, -0.1], [0.1, -0.7, 0.1], [0.4, -0.3, 0.4], [-0.7, 0.0, -0.6], [0.2, -0.6, 0.0], [-0.4, 0.4, -0.5], [0.0, 0.5, 0.2], [0.1, -0.6, 0.0], [-0.3, 0.0, -0.2], [0.1, 0.2, -0.2], [0.4, -0.1, -0.7], [0.0, 0.5, 0.0], [0.1, -0.3, -0.1], [0.1, 0.0, -0.8], [-0.6, 0.3, 0.4], [-0.7, -0.5, 0.4], [0.7, 0.0, -0.5], [-0.2, 1.4, 0.4], [0.7, 0.3, 0.8], [-1.5, -1.5, -0.9], [1.7, 0.2, 1.7], [-0.3, 0.4, -1.0], [0.0, 1.2, -0.2], [0.3, -0.4, -0.1], [-0.2, -0.4, -0.3], [0.6, 0.0, -0.5], [-0.3, -0.1, 0.3], [0.6, -0.3, -0.5], [0.1, -0.1, 0.3], [-0.1, 0.0, -0.1], [-0.4, 0.0, 0.0], [0.1, 0.1, 0.1], [0.0, -0.1, 0.1], [0.3, 0.1, -0.2], [-0.4, -0.1, 0.0], [-0.4, -0.2, 0.1], [0.2, 0.0, -0.3], [0.0, -0.4, 0.1], [-0.9, 0.1, -0.6], [1.1, -0.1, -0.6], [-0.3, -0.1, 0.6], [0.2, -0.3, 0.5], [-0.1, 0.4, 0.0], [-0.1, 0.0, 0.1], [-0.5, -0.5, 1.2], [0.7, 0.4, -0.4], [0.1, -0.5, -0.3], [0.2, 0.2, -0.2], [-0.3, 0.0, -0.1], [-0.2, 0.3, -0.3], [0.4, -1.6, 1.0], [-0.6, 1.8, -1.0], [0.2, 0.2, 0.1], [0.4, -0.8, 0.0], [-0.4, 0.6, -0.1], [0.0, -0.1, 0.0]],
  "molar_mass_da": 1161.7,
  "energy_ha": -3889.31729,
  "e_homo_ev": -8.595,
  "spin_multiplicity": 1,
  "homo_lumo_gap_ev": 8.855,
  "smiles": "COCCNCCOC.COCCNCCOC.COCCNCCOC.COCCNCCOC.COCCNCCOC.COCCNCCOC.COCCNCCOC.COCCNCCOC.CO.CO.CO",
  "relative_energy_ev": 3.7208
}